Record 1
A molecular structure, C15H23NOTc, computed with ωB97M-V/def2-TZVPD.

Last column: Löwdin charge in e.
Cartesian coordinates (Å):
Tc: 0.9247 0.3158 -0.2748  1.481
C: 3.7375 0.6602 -2.8204  0.035
C: 3.0365 1.0025 -1.5914  -0.228
C: 2.0220 2.0184 -1.5454  -0.019
C: 1.7740 2.7647 -0.3410  -0.201
C: 1.2502 4.1133 -0.3815  0.042
C: 2.0776 2.0578 0.8762  0.000
C: 2.9838 0.9423 0.9110  -0.264
C: 3.5652 0.4315 2.1485  0.026
C: 3.3211 0.3643 -0.3515  -0.030
H: 3.0795 0.3949 -3.6583  0.138
H: 4.4905 -0.1130 -2.6719  0.122
H: 4.2519 1.5553 -3.2050  0.153
H: 1.7092 2.4695 -2.4891  0.167
H: 0.6991 4.3390 -1.2966  0.128
H: 2.1044 4.8193 -0.3995  0.174
H: 0.6869 4.4042 0.5055  0.129
H: 1.8443 2.5524 1.8179  0.165
H: 3.7034 -0.6541 2.1285  0.126
H: 3.0370 0.7453 3.0480  0.119
H: 4.5900 0.8286 2.2646  0.160
H: 4.0457 -0.4491 -0.3437  0.168
O: -0.8627 -0.1635 0.0365  -0.112
C: -2.0402 -0.4627 0.3841  -0.294
C: -2.4311 -0.8018 1.7880  -0.024
C: -2.8882 -2.2918 1.8374  -0.088
C: -3.8915 -2.9081 0.8554  -0.095
C: -3.7666 -2.9263 -0.6621  -0.049
C: -3.1023 -1.7541 -1.4093  -0.058
N: -3.0511 -0.6403 -0.4934  0.163
H: -3.2797 -0.1798 2.0959  0.173
H: -1.6210 -0.6430 2.5050  0.151
H: -3.2932 -2.4455 2.8469  0.159
H: -1.9870 -2.9222 1.8029  0.161
H: -4.9083 -2.5534 1.1294  0.195
H: -4.0036 -3.9647 1.1701  0.200
H: -4.7781 -3.1103 -1.0700  0.178
H: -3.2726 -3.8581 -0.9930  0.209
H: -3.6911 -1.4885 -2.2989  0.190
H: -2.0930 -1.9871 -1.7653  0.154
H: -3.9738 -0.4628 -0.0877  0.197

Output
⟨S²⟩: 0.758
Total energy: -21611.925 eV
Strongest force on any atom: 4.472 eV Å⁻¹
2S+1: 2
Net charge: +4
LUMO level (spin up / spin down): -16.80 / -18.57 eV

---

Record 2
A molecular structure, C8H18BN3O3RuS5Sb, computed with ωB97M-V/def2-TZVPD.

Last column: Löwdin charge in e.
Cartesian coordinates (Å):
Ru: 1.2193 -0.9317 1.5467  0.502
S: 3.0158 -0.7244 5.8505  -0.347
Sb: 1.2444 -1.7026 4.8348  0.201
S: 2.2085 -2.5580 2.6778  -0.113
S: 0.2379 0.0694 3.3918  -0.119
C: -3.2191 -0.6783 -3.0377  -0.009
C: -2.3299 -0.2716 -1.8782  -0.486
C: -2.8580 1.0004 -1.2264  -0.009
O: -2.3684 -1.3044 -0.8840  0.122
B: -1.1333 -1.3156 -0.2407  -0.908
O: -0.2115 -0.5308 -0.9697  0.024
C: -0.8142 -0.1872 -2.2214  -0.493
C: -0.3753 -1.2356 -3.2350  -0.007
C: -0.3290 1.1878 -2.6391  -0.010
H: -4.2611 -0.6885 -2.7162  0.090
H: -2.9652 -1.6741 -3.3951  0.085
H: -3.1244 0.0272 -3.8673  0.090
H: -3.8452 0.7902 -0.8145  0.096
H: -2.9465 1.8192 -1.9434  0.088
H: -2.2129 1.3220 -0.4071  0.096
H: -0.7374 -2.2250 -2.9535  0.100
H: 0.7146 -1.2619 -3.2531  0.094
H: -0.7330 -1.0064 -4.2411  0.088
H: -0.4974 1.9233 -1.8536  0.079
H: -0.8411 1.5274 -3.5430  0.091
H: 0.7415 1.1519 -2.8453  0.090
C: 3.3077 1.8745 3.5777  -0.149
N: 3.4649 0.8222 2.5915  -0.074
C: 2.7331 0.7947 1.4495  -1.019
N: 2.0739 1.9743 1.1326  0.061
S: 3.0602 -0.3448 0.1811  0.548
H: 4.0173 1.6882 4.3783  0.054
H: 2.3087 1.8653 4.0225  0.030
H: 3.5162 2.8403 3.1149  0.080
H: 3.7378 -0.0856 2.9520  0.063
H: 1.5095 2.3265 1.8981  0.065
H: 1.5485 1.8943 0.2740  0.064
O: -2.4984 -3.6536 1.2841  -0.580
S: -1.6546 -2.6704 2.0256  0.769
N: -0.7040 -1.8486 0.9821  -0.348

Output
⟨S²⟩: 6.037
Total energy: -83179.402 eV
Strongest force on any atom: 1.110 eV Å⁻¹
Relative energy (zero: lowest compared OMol25 entry of this formula, charge and spin): 99.7 kJ/mol
2S+1: 5
Net charge: -1
LUMO level (spin up / spin down): 1.95 / 1.45 eV

---

Record 3
A gas-phase ion, C6H10N3S (charge +1), computed with ωB97M-V/def2-TZVPD.

Last column: Löwdin charge in e.
Cartesian coordinates (Å):
C: 2.3623 1.6701 0.2624  0.014
C: 1.2324 0.9186 -0.0666  -0.333
N: 0.4529 1.1463 -1.0679  0.195
C: -0.7484 0.5647 -1.1457  -0.276
C: -1.8120 0.6622 -0.2385  -0.500
S: -3.4487 0.5578 -0.7487  0.909
C: -1.0772 -0.9465 -0.3204  0.022
C: 0.1297 -1.2098 0.2139  -0.343
N: 0.4920 -2.5066 0.1100  0.174
N: 1.1121 -0.3542 0.5218  0.192
H: 3.0595 1.7168 -0.6652  0.165
H: 2.7032 1.3436 1.1952  0.085
H: 2.1717 2.7337 0.1929  0.112
H: -1.1390 0.2651 -2.0633  0.123
H: -1.5779 1.1516 0.6169  0.088
H: -3.5438 0.0404 -1.8908  -0.148
H: -1.8244 -1.5147 -0.8065  0.110
H: 1.4884 -2.6447 0.1416  0.115
H: -0.0652 -3.3590 0.3303  0.163
H: 1.9688 -0.7676 0.6350  0.129

Output
Total energy: -21680.129 eV
Strongest force on any atom: 5.663 eV Å⁻¹
Relative energy (zero: lowest compared OMol25 entry of this formula, charge and spin): 272.8 kJ/mol
Net charge: +1
LUMO level: -3.50 eV

---

Record 4
2 unconnected molecules or ions with the total composition C4H10N2P, computed with ωB97M-V/def2-TZVPD.

Last column: Löwdin charge in e.
Cartesian coordinates (Å):
C: -1.5147 0.2142 -0.6882  -0.092
C: 1.1796 -0.3956 -0.2178  -0.211
C: 0.3223 -1.3804 -1.0680  -0.101
C: 0.3264 0.2921 0.8219  -0.644
N: -1.0050 -0.7692 -1.3443  0.082
N: -1.0247 0.6007 0.4513  0.063
P: 1.3319 1.5451 1.7708  0.869
H: -2.4044 0.4963 -1.1559  0.156
H: 1.9791 -0.7964 0.3726  0.102
H: 1.4249 0.3189 -1.0879  0.154
H: 0.6149 -1.6804 -2.0226  0.106
H: 0.1057 -2.2767 -0.4026  0.152
H: 0.1974 -0.7104 1.9254  0.228
H: -1.5793 -1.0971 -2.0924  0.161
H: -1.4052 1.1783 1.1738  0.145
H: 0.3221 1.7274 2.6903  -0.120
H: 1.1291 2.7333 0.8737  -0.049

Output
Total energy: -16570.330 eV
Strongest force on any atom: 5.075 eV Å⁻¹
Relative energy (zero: lowest compared OMol25 entry of this formula, charge and spin): 147.6 kJ/mol
Net charge: +1
LUMO level: -3.53 eV

---

Record 5
2 unconnected molecules or ions with the total composition C4H6N4, computed with ωB97M-V/def2-TZVPD.

Last column: Löwdin charge in e.
Cartesian coordinates (Å):
C: 0.3713 1.1514 0.4493  -0.130
C: -0.9786 1.2654 0.3383  -0.114
C: -1.8628 0.3670 -0.4789  -0.164
C: 0.6449 -0.9980 0.4171  -0.180
H: 2.7610 0.6743 0.1955  0.111
H: 2.6562 0.1402 -1.4386  0.057
H: 1.3121 1.5366 1.5290  0.224
H: -1.6512 2.2235 0.4823  0.124
H: -2.6957 0.8112 -1.1678  0.134
H: 1.3380 -1.6097 1.1392  0.152
N: 2.3076 0.0045 -0.5391  0.047
N: 0.9335 0.1271 -0.2975  -0.255
N: -1.5233 -0.8748 -0.4417  -0.014
N: -0.6847 -1.3270 0.5505  0.010

Output
Total energy: -10198.487 eV
Strongest force on any atom: 7.878 eV Å⁻¹
Relative energy (zero: lowest compared OMol25 entry of this formula, charge and spin): 719.1 kJ/mol
Net charge: 0
LUMO level: -0.04 eV

---

Record 6
3 unconnected molecules or ions with the total composition C17H18BN3O6PS, computed with ωB97M-V/def2-TZVPD.

Last column: Löwdin charge in e.
Cartesian coordinates (Å):
O: -5.4287 -0.7143 1.5909  -0.366
P: -5.5721 -2.2374 0.6878  0.319
O: -7.2810 -2.6391 0.7289  -0.324
S: -4.4434 -3.5203 1.6213  0.114
B: -4.9824 -1.8766 -1.1386  -0.615
C: -4.9769 -0.2076 -1.2516  -0.150
C: -3.5542 0.6712 -1.1795  -0.009
C: -3.8662 2.2997 -1.2633  -0.091
C: -5.3314 2.9952 -1.3852  -0.167
N: -6.5544 2.1483 -1.4742  -0.063
C: -6.3369 0.6762 -1.3945  -0.103
H: -4.4565 -0.4560 1.6704  0.063
H: -7.8097 -1.8520 1.0710  0.068
H: -5.7318 -2.3584 -1.9289  0.019
H: -3.8784 -2.3202 -1.2546  0.005
H: -2.4934 0.1928 -1.0591  0.069
H: -2.9298 3.0281 -1.1928  0.057
H: -5.4383 4.1625 -1.4061  0.076
H: -7.3380 0.0228 -1.4304  0.108
C: 2.3766 -1.5171 1.2053  -0.074
C: 2.9029 -2.0435 0.0246  -0.073
C: 2.0557 -2.3611 -1.0388  -0.002
C: 0.6772 -2.1422 -0.9100  -0.137
C: 0.1453 -1.6211 0.2770  0.009
C: 1.0022 -1.3100 1.3346  -0.058
N: -0.2158 -2.4503 -2.0335  -0.317
O: 0.2908 -2.9275 -3.0598  0.048
O: -1.4238 -2.2117 -1.8932  0.063
H: 3.0418 -1.2657 2.0296  0.078
H: 3.9750 -2.2034 -0.0681  0.086
H: 2.4814 -2.7705 -1.9523  0.115
H: -0.9231 -1.4509 0.3923  0.118
H: 0.5993 -0.9021 2.2591  0.110
C: 6.1828 3.8397 0.3133  -0.074
C: 6.4730 2.7322 -0.4851  -0.067
C: 6.2116 1.4435 -0.0159  0.003
C: 5.6525 1.2747 1.2583  -0.135
C: 5.3673 2.3844 2.0650  0.002
C: 5.6358 3.6682 1.5861  -0.067
N: 5.3517 -0.0763 1.7470  -0.309
O: 5.6362 -1.0332 1.0114  0.052
O: 4.8270 -0.1825 2.8648  0.054
H: 6.3832 4.8429 -0.0591  0.107
H: 6.9006 2.8739 -1.4754  0.108
H: 6.4434 0.5907 -0.6503  0.120
H: 4.9379 2.2677 3.0579  0.120
H: 5.4151 4.5362 2.2035  0.108

Output
Total energy: -55468.284 eV
Strongest force on any atom: 6.562 eV Å⁻¹
Net charge: -1
LUMO level: 0.20 eV

---

Among the records above, which one has the lowest total energy?
C8H18BN3O3RuS5Sb

---

Which of these has the lowest total energy?
C8H18BN3O3RuS5Sb